[1]
The following is a quantum chemistry calculation of C33H53N2O2P2Re as an isolated structure in a non-equilibrium geometry, from the OMol25 dataset.

The total charge is +3. As for the spin multiplicity: 4. The value obtained for the HOMO-LUMO gap (alpha / beta) is 7.577 / 5.449 eV.

Element x y z (Å)
C  1.991  -1.759  -1.747
C  2.005  0.432  -2.654
C  2.960  -2.149  -2.667
C  2.747  -0.034  -3.768
C  3.317  -1.291  -3.714
H  3.364  -3.151  -2.562
H  2.894  0.674  -4.582
H  4.054  -1.601  -4.440
N  1.518  -0.494  -1.709
P  -0.175  -2.306  -0.014
P  0.951  2.206  -0.825
C  1.445  -2.761  -0.750
H  1.333  -3.729  -1.253
H  2.193  -2.909  0.044
C  1.859  1.806  -2.403
H  1.624  2.398  -3.300
C  -0.476  3.640  -0.835
C  2.714  2.999  -0.397
C  -1.402  -3.238  -1.209
C  -0.168  -3.341  1.628
C  -1.842  3.253  -0.245
H  -1.788  2.938  0.806
H  -2.493  4.147  -0.262
H  -2.353  2.475  -0.821
C  -0.017  4.841  -0.004
H  0.048  4.579  1.060
H  0.937  5.268  -0.325
H  -0.766  5.647  -0.066
C  -0.678  3.962  -2.313
H  -1.555  4.616  -2.440
H  0.178  4.479  -2.761
H  -0.899  3.058  -2.900
C  2.804  3.531  1.013
H  2.725  2.712  1.735
H  3.803  3.984  1.103
H  2.071  4.297  1.274
C  3.760  1.869  -0.494
H  3.432  0.997  0.090
H  3.956  1.542  -1.520
H  4.722  2.225  -0.098
C  2.985  4.090  -1.458
H  2.287  4.117  -2.305
H  2.994  5.104  -1.039
H  3.971  3.899  -1.902
C  -1.601  -3.427  2.160
H  -1.575  -3.978  3.115
H  -2.018  -2.429  2.362
H  -2.286  -3.966  1.496
C  0.707  -2.623  2.663
H  1.713  -2.395  2.285
H  0.250  -1.695  3.027
H  0.824  -3.287  3.535
C  0.429  -4.747  1.493
H  0.457  -5.189  2.501
H  -0.168  -5.431  0.885
H  1.456  -4.724  1.108
C  -0.994  -3.024  -2.660
H  -1.833  -3.343  -3.298
H  -0.775  -1.975  -2.897
H  -0.135  -3.656  -2.930
C  -2.782  -2.629  -0.966
H  -2.776  -1.559  -1.158
H  -3.497  -3.056  -1.685
H  -3.148  -2.768  0.059
C  -1.497  -4.754  -0.989
H  -0.518  -5.245  -0.938
H  -2.102  -5.029  -0.114
H  -2.000  -5.193  -1.865
Re  0.106  0.125  -0.231
C  1.323  0.170  1.241
O  2.091  0.220  2.150
N  -1.878  0.229  -1.663
C  -2.724  0.254  -2.536
C  -3.013  0.731  -3.840
C  -4.317  0.797  -4.373
C  -1.917  1.122  -4.636
C  -4.471  0.940  -5.753
H  -5.187  0.721  -3.706
C  -2.093  1.300  -6.009
H  -0.928  1.284  -4.197
C  -3.359  1.165  -6.580
H  -5.461  0.844  -6.201
H  -1.213  1.525  -6.621
H  -3.466  1.221  -7.669
C  -1.100  1.494  3.336
C  -1.664  0.289  2.629
O  -1.510  0.472  1.162
H  -0.021  1.595  3.160
H  -1.249  1.349  4.409
H  -1.607  2.419  3.033
H  -1.115  -0.618  2.904
H  -2.736  0.135  2.792
H  -2.393  0.492  0.721



[2]
The following is a quantum chemistry calculation of C33H54N4O3S4SiTi as an isolated structure, from the OMol25 dataset.

The total charge is +1. As for the spin multiplicity: 2. The value obtained for the HOMO-LUMO gap (alpha / beta) is 7.126 / 7.451 eV.

Element x y z (Å)
Ti  -0.167  -0.856  1.151
C  1.629  -3.026  2.478
C  1.362  -1.987  3.581
N  0.026  -1.400  3.379
C  -1.015  -2.292  3.939
C  -2.383  -2.135  3.307
S  -2.350  -2.208  1.503
C  -1.794  -3.894  1.189
C  -0.288  -4.158  1.355
N  0.611  -2.969  1.394
H  1.651  -4.035  2.891
H  2.605  -2.836  2.032
H  2.084  -1.179  3.515
H  1.437  -2.445  4.572
H  -0.008  -0.496  3.838
H  -0.668  -3.315  3.796
H  -1.083  -2.148  5.022
H  -2.831  -1.170  3.538
H  -3.052  -2.916  3.669
H  -2.101  -4.083  0.162
H  -2.364  -4.574  1.823
H  0.037  -4.811  0.543
H  -0.124  -4.714  2.276
H  1.122  -2.906  0.511
C  -0.345  3.144  -1.970
C  -0.351  1.626  -1.833
C  1.063  1.112  -2.042
C  -1.356  1.040  -2.814
O  -0.732  1.200  -0.489
Si  -1.845  1.921  0.513
S  -1.493  0.869  2.277
O  -1.680  3.521  0.667
C  -0.982  4.436  1.543
C  0.443  3.958  1.787
C  -1.763  4.530  2.845
C  -0.982  5.771  0.815
O  -3.267  1.635  -0.226
C  -4.594  2.142  0.028
C  -4.850  2.192  1.528
C  -4.715  3.523  -0.598
C  -5.537  1.159  -0.645
H  0.042  3.389  -2.962
H  0.307  3.603  -1.228
H  -1.341  3.575  -1.881
H  1.322  1.128  -3.103
H  1.153  0.104  -1.649
H  1.779  1.731  -1.499
H  -1.021  1.213  -3.839
H  -2.328  1.515  -2.682
H  -1.489  -0.026  -2.645
H  0.457  2.995  2.297
H  0.974  4.685  2.404
H  0.984  3.855  0.846
H  -1.811  3.559  3.337
H  -2.777  4.884  2.651
H  -1.283  5.235  3.526
H  -0.463  5.682  -0.140
H  -0.478  6.533  1.411
H  -2.003  6.100  0.624
H  -4.169  2.889  2.022
H  -4.714  1.203  1.969
H  -5.870  2.525  1.728
H  -3.987  4.209  -0.167
H  -5.715  3.927  -0.433
H  -4.545  3.464  -1.675
H  -5.418  0.164  -0.214
H  -5.319  1.102  -1.712
H  -6.575  1.471  -0.521
C  2.577  -4.492  -1.172
C  3.500  -3.314  -1.015
C  4.814  -3.405  -1.534
C  5.633  -2.328  -1.413
C  5.181  -1.162  -0.754
C  6.050  -0.063  -0.584
C  5.616  1.026  0.108
C  4.315  1.045  0.635
C  3.413  0.012  0.478
S  1.870  0.320  1.306
C  3.856  -1.142  -0.248
N  3.035  -2.231  -0.425
H  2.823  -5.077  -2.057
H  1.534  -4.173  -1.252
H  2.672  -5.157  -0.309
H  5.134  -4.313  -2.027
H  6.642  -2.346  -1.809
H  7.052  -0.115  -0.991
H  6.266  1.876  0.268
H  3.997  1.910  1.205
S  -0.703  -2.197  -1.297
C  0.070  -2.125  -2.811
N  1.409  -1.964  -2.882
C  2.127  -1.889  -4.023
C  1.499  -1.999  -5.226
C  0.104  -2.186  -5.220
C  -0.598  -2.251  -4.047
H  1.887  -1.859  -1.985
H  3.191  -1.741  -3.897
H  2.065  -1.940  -6.143
H  -0.425  -2.274  -6.160
H  -1.669  -2.386  -4.031



[3]
The following is a quantum chemistry calculation of a 2-piece molecular cluster, C33H55ClN3O2S overall in a non-equilibrium geometry, from the OMol25 dataset.

The total charge is +1. The value obtained for the HOMO-LUMO gap is 5.480 eV.

Element x y z (Å)
C  8.106  0.770  0.959
C  6.855  0.918  1.378
C  5.255  0.943  1.731
C  4.484  0.178  0.499
C  4.061  1.233  -0.694
C  2.629  0.811  -1.284
N  2.570  -0.068  -2.325
C  3.683  -0.778  -3.032
C  3.335  -1.283  -4.526
C  1.155  -0.305  -2.753
Cl  0.472  0.553  -4.221
C  0.396  -0.116  -1.308
S  0.932  -1.712  -0.450
C  1.120  1.278  -0.817
C  0.484  2.594  -1.510
C  -1.099  2.507  -1.821
C  -2.033  2.555  -0.485
C  -3.076  1.313  -0.472
C  -2.809  0.207  0.678
C  -3.005  -1.320  0.099
C  -3.597  -2.315  1.225
C  -5.074  -1.944  1.758
C  -6.268  -2.275  0.695
C  -6.293  -1.231  -0.544
C  -7.751  -0.610  -0.866
C  -8.284  0.403  0.310
N  -7.624  1.753  0.253
C  -6.745  2.321  -0.774
C  -6.333  3.753  -0.239
C  -7.038  4.040  1.156
C  -7.847  2.686  1.363
C  1.097  1.247  0.794
C  1.839  2.716  1.374
C  0.917  3.543  2.528
O  2.254  2.708  2.845
H  9.064  0.268  0.542
H  5.032  0.436  2.747
H  4.873  2.045  1.790
H  5.273  -0.548  0.037
H  3.609  -0.482  0.847
H  4.109  2.327  -0.306
H  4.927  1.153  -1.471
H  3.905  -1.740  -2.405
H  4.675  -0.202  -3.081
H  4.250  -1.885  -4.909
H  3.276  -0.339  -5.200
H  2.395  -1.952  -4.600
H  1.072  -1.442  -2.934
H  -0.750  -0.168  -1.288
H  0.678  -1.633  0.917
H  1.022  2.719  -2.541
H  0.665  3.577  -0.943
H  -1.350  3.444  -2.470
H  -1.424  1.599  -2.444
H  -2.678  3.524  -0.593
H  -1.440  2.691  0.496
H  -3.170  0.764  -1.490
H  -4.118  1.767  -0.256
H  -3.562  0.435  1.540
H  -1.763  0.235  1.154
H  -3.570  -1.339  -0.904
H  -1.922  -1.685  -0.136
H  -3.683  -3.370  0.732
H  -2.861  -2.469  2.119
H  -5.184  -0.850  2.133
H  -5.257  -2.606  2.702
H  -6.114  -3.384  0.362
H  -7.277  -2.240  1.250
H  -5.868  -1.803  -1.468
H  -5.552  -0.373  -0.312
H  -8.500  -1.490  -0.921
H  -7.678  -0.084  -1.895
H  -9.429  0.458  0.366
H  -7.933  -0.099  1.306
H  -6.416  1.769  -1.732
H  -5.610  4.465  -0.788
H  -6.981  4.948  1.855
H  -8.496  2.565  2.302
H  1.709  0.410  1.282
H  0.063  1.370  1.276
H  2.469  3.383  0.574
H  1.104  4.687  2.469
H  -0.038  3.059  2.941
C  6.942  -5.022  1.457
C  7.192  -3.542  1.563
O  6.285  -2.719  1.494
N  8.475  -3.124  1.742
C  9.668  -3.935  1.847
H  5.875  -5.204  1.317
H  7.479  -5.429  0.597
H  7.261  -5.521  2.375
H  8.566  -2.119  1.805
H  10.136  -3.731  2.813
H  10.353  -3.641  1.048
H  9.455  -4.999  1.766